No. 1
{
  "formula": "C16H27Cl6Mg3O10",
  "method": "ωB97M-V/def2-TZVPD",
  "multiplicity": 2,
  "energy_ha": -4739.54874,
  "lumo_energy_ev": [-6.19, -12.30],
  "charge": 2,
  "homo_lumo_gap_ev": [8.7, 2.5],
  "homo_ev": [-14.8, -14.8],
  "symbols": ["Mg", "Mg", "Mg", "C", "C", "O", "O", "H", "H", "H", "C", "C", "O", "O", "H", "H", "H", "C", "C", "O", "O", "H", "H", "H", "C", "C", "O", "O", "H", "H", "H", "C", "C", "O", "O", "H", "H", "H", "Cl", "C", "C", "Cl", "H", "H", "H", "H", "Cl", "C", "C", "Cl", "H", "H", "H", "H", "Cl", "C", "C", "Cl", "H", "H", "H", "H"],
  "coordinates": [[-2.1688, -0.8042, 2.9402], [1.9872, -0.7714, -1.3352], [1.2039, -1.1620, 2.2534], [0.5953, 0.6227, -4.6249], [1.2899, 0.0937, -3.4115], [1.8430, 0.7643, -2.5664], [1.3309, -1.1449, -3.1294], [1.0261, 1.5028, -5.1023], [-0.4316, 0.9046, -4.3924], [0.5857, -0.2005, -5.3393], [-0.9143, -4.9516, 2.2668], [-0.8381, -3.4395, 2.4493], [-1.8062, -2.7266, 2.7577], [0.2317, -2.8272, 2.3249], [-1.0999, -5.4031, 3.2413], [-0.0564, -5.3480, 1.7236], [-1.8255, -5.2128, 1.7286], [0.3745, 0.1845, 6.2844], [0.0750, -0.2614, 4.8469], [-1.0999, -0.4361, 4.5337], [0.9820, -0.4031, 4.0267], [0.0011, 1.1877, 6.4900], [1.4359, 0.2547, 6.5223], [-0.1262, -0.5577, 6.9061], [4.7706, -2.9490, 0.9750], [3.4954, -2.1273, 0.6585], [2.9934, -2.0847, -0.4887], [3.0312, -1.4724, 1.6356], [5.6336, -2.4115, 0.5819], [4.6216, -3.9475, 0.5641], [4.9136, -3.1715, 2.0325], [-1.0275, 1.1310, -0.3634], [-0.3029, 0.2146, 0.5854], [0.8115, -0.3312, 0.3272], [-0.7420, -0.1191, 1.6917], [-1.4147, 1.9736, 0.2094], [-1.7763, 0.5558, -0.9081], [-0.3339, 1.6038, -1.0586], [-2.2440, 6.7816, 1.0217], [-0.6841, 6.1076, 1.5324], [0.1813, 5.6072, 0.3426], [-0.6597, 4.3584, -0.6415], [-0.9218, 5.2815, 2.2026], [-0.2380, 6.9024, 2.1302], [1.1608, 5.1890, 0.5743], [0.4988, 6.4275, -0.3013], [0.1821, -4.4074, -1.7711], [-1.4501, -4.9630, -1.3975], [-2.5131, -3.8975, -1.7741], [-2.2120, -2.2563, -1.0272], [-1.5154, -5.2046, -0.3366], [-1.6998, -5.8938, -1.9066], [-3.5217, -4.2307, -1.5296], [-2.6188, -3.6166, -2.8220], [0.2076, 4.4095, -5.4809], [-0.4016, 4.0759, -3.8695], [-1.8477, 3.5767, -4.0028], [-3.0975, 4.8489, -4.1175], [-0.1424, 4.9729, -3.3071], [0.2338, 3.2589, -3.5275], [-1.9762, 3.0991, -3.0315], [-1.9894, 2.8431, -4.7965]],
  "atomic_forces_ev_per_a": [[2.1, -1.2, 0.5], [-0.4, -0.1, 0.4], [0.2, -0.4, 0.1], [-0.1, -0.3, -0.6], [-0.5, -2.9, -0.7], [1.5, 5.2, 2.3], [-1.5, -1.3, -1.8], [0.5, -0.1, 0.3], [-0.2, -0.3, 0.2], [-0.3, 0.2, -0.1], [-0.8, 0.7, 0.0], [1.1, 0.1, -0.2], [-3.8, 0.4, 0.4], [2.4, -0.8, -0.7], [0.5, -0.1, 0.1], [0.0, 0.1, 0.4], [-0.1, 0.2, -0.1], [0.2, -0.3, -0.5], [1.5, 1.3, 1.7], [-3.9, -0.2, -0.6], [2.0, -0.1, -0.9], [-0.5, -0.2, -0.2], [0.0, -0.5, -0.3], [0.1, 0.3, 0.3], [-1.2, -0.3, -0.3], [1.3, -0.2, 2.1], [0.6, -0.5, -0.3], [-0.3, 0.0, 0.0], [0.0, -0.3, -0.2], [0.4, 0.2, -0.7], [-0.2, 0.8, 0.1], [0.7, 0.2, 0.3], [0.9, -0.6, -1.3], [0.6, 0.7, -1.5], [-2.5, 0.5, 1.8], [-0.5, -0.4, 0.0], [-0.2, 0.1, 0.1], [0.2, -0.5, -0.1], [-0.1, 0.0, -0.3], [0.2, -0.7, -0.2], [0.4, 1.1, 0.3], [0.0, 0.3, 0.1], [0.1, 0.0, -0.1], [0.5, -0.2, -0.3], [-0.4, -0.4, 0.8], [-0.7, 0.1, -0.3], [0.1, -0.2, -0.1], [-1.2, 0.8, 0.0], [0.0, 0.0, -0.3], [-0.1, -0.5, 0.3], [0.1, 0.3, -0.1], [0.2, 0.2, -0.4], [0.1, 0.1, 0.6], [0.7, -0.5, -0.1], [-0.2, 0.0, -0.4], [2.1, 0.2, -0.7], [-1.5, 0.8, 0.0], [1.1, -0.9, 0.1], [-1.0, -0.1, 0.3], [-0.3, -0.2, 0.3], [-0.2, -0.1, 0.3], [0.1, 0.2, 0.0]]
}

No. 2
{
  "formula": "C3H8N3S3",
  "method": "ωB97M-V/def2-TZVPD",
  "e_above_lowest_kcal_mol": 9.4,
  "energy_ha": -1477.63341,
  "lumo_energy_ev": -3.96,
  "charge": 1,
  "homo_lumo_gap_ev": 8.7,
  "homo_ev": -12.7,
  "symbols": ["C", "C", "C", "N", "N", "N", "S", "S", "S", "H", "H", "H", "H", "H", "H", "H", "H"],
  "coordinates": [[1.1797, 1.4672, -0.0572], [-0.7724, -2.1787, 1.1742], [-1.3680, -1.5948, -0.0604], [-1.1364, -0.3881, -0.3277], [0.4046, 2.1966, -0.9016], [2.4004, 1.0947, -0.4682], [-1.5612, 0.4040, -1.7750], [-1.4079, 2.2506, -0.7851], [0.6435, 0.8204, 1.4581], [-0.7011, -3.2274, 1.0860], [0.1709, -1.6704, 1.3512], [-1.4707, -2.1688, 2.0347], [-1.9862, -2.1290, -0.6485], [0.7889, 2.5356, -1.7371], [2.7673, 0.3639, 0.0875], [2.5975, 1.1772, -1.4440], [-0.5489, 1.0470, 1.0131]],
  "atomic_forces_ev_per_a": [[-0.3, -0.1, -1.3], [-1.0, 0.5, 0.4], [1.1, 1.3, 1.8], [0.5, 0.2, -0.8], [-1.3, -0.6, 3.1], [-1.6, 1.0, 0.5], [-1.0, 0.7, 1.1], [2.0, -0.8, -1.5], [2.0, 1.2, 0.5], [0.8, -1.3, -0.5], [-0.1, -0.4, 0.4], [0.3, 0.8, -0.3], [-2.0, -2.3, -2.1], [0.6, 0.4, -1.3], [1.1, -0.6, 0.1], [0.6, -0.1, -0.3], [-1.6, 0.1, 0.3]]
}

No. 3
{
  "formula": "C25H36MnNO2",
  "method": "ωB97M-V/def2-TZVPD",
  "multiplicity": 6,
  "energy_ha": -2330.26222,
  "lumo_energy_ev": [2.33, 2.33],
  "charge": -1,
  "homo_lumo_gap_ev": [4.9, 4.9],
  "homo_ev": [-2.5, -2.5],
  "symbols": ["O", "C", "C", "H", "H", "C", "H", "H", "C", "H", "H", "H", "C", "H", "H", "H", "Mn", "C", "C", "C", "H", "C", "C", "H", "H", "H", "H", "C", "C", "C", "H", "C", "C", "H", "H", "H", "H", "O", "C", "C", "H", "H", "C", "H", "H", "C", "H", "H", "H", "H", "C", "C", "C", "C", "C", "C", "N", "H", "H", "H", "H", "H", "H", "H", "H"],
  "coordinates": [[-0.6330, -1.0082, -2.7205], [-0.6292, 0.2959, -3.3943], [-0.2492, -0.1748, -4.7836], [0.1680, 0.9053, -2.9598], [-1.5970, 0.8259, -3.3481], [-0.2975, -1.5307, -4.0672], [0.7451, 0.1810, -5.0934], [-1.0573, -0.0194, -5.5054], [1.0144, -2.2835, -4.1360], [1.8650, -1.6876, -3.7858], [1.2122, -2.5183, -5.1911], [0.9515, -3.2310, -3.5877], [-1.4472, -2.3463, -4.5881], [-2.3727, -1.7781, -4.4716], [-1.5189, -3.2694, -4.0114], [-1.2907, -2.5926, -5.6434], [-1.0720, -1.3294, 0.6872], [-2.2252, -1.2515, 2.4828], [-1.8711, 0.0879, 2.1102], [-2.4206, 0.3394, 0.8047], [-1.3618, 0.8132, 2.7435], [-3.1288, -0.8463, 0.3873], [-2.9831, -1.8374, 1.4099], [-3.3887, -2.8472, 1.4178], [-2.0283, -1.6848, 3.4594], [-2.4428, 1.3131, 0.3190], [-3.7418, -0.9429, -0.5076], [0.1385, -2.3494, 2.0861], [-0.5430, -3.3056, 1.2460], [-0.1591, -3.0448, -0.1146], [-1.1772, -4.1308, 1.6081], [0.7983, -1.9679, -0.0993], [0.9719, -1.5360, 1.2580], [1.6744, -0.7827, 1.6352], [0.1162, -2.3033, 3.1803], [-0.4778, -3.6374, -0.9847], [1.3769, -1.6338, -0.9661], [2.0689, 2.0294, -1.9732], [1.2985, 1.1710, -1.0626], [-0.0523, 1.8441, -0.7264], [1.9057, 0.9921, -0.1526], [1.1436, 0.1806, -1.5252], [-0.0268, 3.1667, -1.4803], [-0.1894, 1.9336, 0.3597], [-0.8915, 1.2332, -1.0741], [1.4249, 3.3320, -1.9823], [-0.3661, 3.9715, -0.8273], [-0.7033, 3.1492, -2.3482], [2.0045, 4.0196, -1.3252], [1.4152, 3.7352, -3.0195], [2.2364, 2.5088, 1.8391], [1.8032, 2.0024, 3.1463], [2.2570, 2.5119, 4.4026], [1.5918, 1.7755, 5.3953], [0.7625, 0.8275, 4.6992], [-0.1260, -0.1699, 5.3429], [0.9035, 0.9924, 3.3490], [1.4695, 2.3277, 1.0783], [3.1948, 2.0556, 1.5449], [2.3867, 3.5942, 1.9114], [2.9618, 3.3335, 4.5127], [1.6509, 1.8402, 6.4810], [0.3010, -0.4334, 6.3250], [-1.1317, 0.2568, 5.5152], [-0.2113, -1.0724, 4.7185]],
  "atomic_forces_ev_per_a": [[0.3, 0.8, -2.4], [0.0, 1.6, 1.1], [-0.2, 0.0, 1.0], [-0.5, 0.1, -0.2], [0.3, -0.3, 0.3], [0.4, -1.0, -0.6], [-0.5, -0.2, -0.1], [0.5, -0.1, -0.1], [0.1, -0.3, 0.0], [-0.3, -0.1, 0.2], [-0.1, 0.0, 0.2], [0.1, 0.2, 0.1], [-0.1, -0.4, 0.2], [0.0, -0.1, -0.1], [-0.2, -0.1, 0.0], [-0.1, 0.0, 0.1], [0.4, 2.4, -3.2], [-2.0, 1.4, 0.5], [-1.8, 0.2, 0.6], [-1.2, 0.0, 1.0], [0.2, -0.4, -0.4], [-1.0, 0.4, 0.5], [-1.5, 0.9, 1.1], [0.1, 0.4, -0.2], [0.1, 0.0, -0.5], [0.1, -0.5, 0.1], [0.4, 0.0, 0.1], [1.8, -1.7, 0.0], [1.7, -1.2, 0.4], [1.0, -1.4, 0.3], [0.2, 0.8, -0.4], [0.9, -0.9, 0.0], [1.3, -1.1, 0.2], [-0.7, -0.2, -0.2], [-0.1, 0.1, -0.8], [0.2, 0.5, 0.5], [-0.5, -0.1, 0.5], [-1.7, 0.3, 0.4], [0.7, -0.5, 0.3], [0.3, -0.6, -0.1], [-0.4, 0.2, -0.6], [0.2, 0.7, 0.0], [0.1, 0.2, -0.2], [0.1, 0.2, -0.4], [0.3, 0.0, 0.1], [0.3, 0.2, 0.1], [0.2, 0.2, -0.1], [0.1, -0.1, 0.3], [-0.3, -0.4, -0.4], [0.3, -0.3, 0.6], [0.1, 0.3, -0.5], [-0.3, 0.0, 2.9], [-0.3, -0.2, -1.2], [-1.0, -1.3, -0.5], [1.9, 1.9, 0.0], [-0.3, -0.1, 0.1], [0.1, 0.0, 0.0], [0.5, 0.2, 0.3], [-0.2, 0.1, -0.3], [0.1, -0.1, -0.2], [-0.1, -0.1, 0.1], [0.1, 0.1, -0.2], [-0.3, -0.1, -0.3], [0.1, -0.4, 0.0], [-0.1, 0.2, 0.4]]
}

No. 4
{
  "formula": "C29H33ClF22N3O7S",
  "method": "ωB97M-V/def2-TZVPD",
  "e_above_lowest_kcal_mol": 61.2,
  "energy_ha": -4870.87469,
  "lumo_energy_ev": -4.32,
  "charge": 1,
  "homo_lumo_gap_ev": 8.5,
  "homo_ev": -12.9,
  "symbols": ["N", "C", "O", "C", "C", "C", "C", "C", "C", "F", "F", "C", "F", "F", "C", "F", "F", "C", "F", "F", "S", "F", "F", "F", "F", "F", "C", "N", "C", "C", "N", "C", "C", "C", "C", "Cl", "H", "H", "H", "H", "H", "H", "H", "H", "H", "H", "H", "H", "H", "H", "H", "H", "H", "H", "C", "C", "O", "C", "O", "C", "F", "F", "F", "H", "H", "H", "H", "H", "C", "C", "O", "C", "O", "C", "F", "F", "F", "H", "H", "H", "H", "H", "C", "C", "O", "C", "O", "C", "F", "F", "F", "H", "H", "H", "H", "H"],
  "coordinates": [[2.9993, 1.6786, -3.4156], [2.1676, 1.2558, -4.0766], [1.1160, 0.6007, -4.6345], [0.5201, -0.2449, -3.6674], [-0.0598, 0.3807, -2.4937], [-0.6671, -0.5413, -1.4941], [-1.2808, 0.0089, -0.1421], [-0.0112, 0.4676, 0.7192], [0.5231, -0.7043, 1.6316], [-0.4872, -0.9048, 2.5811], [0.5811, -1.8690, 0.8905], [1.8442, -0.3008, 2.3979], [1.4906, -0.1106, 3.7259], [2.2751, 0.9474, 1.9771], [3.0006, -1.3781, 2.4158], [3.8525, -0.9849, 3.4379], [2.4812, -2.5776, 2.7942], [3.8410, -1.3386, 1.0887], [4.6954, -0.2665, 1.2076], [3.0948, -1.0422, -0.0390], [4.8991, -2.8400, 0.6829], [3.6128, -3.8175, 0.5401], [4.7564, -2.4722, -0.9221], [6.2650, -1.9214, 0.6997], [5.1715, -3.2111, 2.2318], [5.8327, -4.1019, 0.2583], [-0.6743, -1.9736, -1.7882], [-0.1147, -2.5197, -2.9183], [-0.0908, -3.9800, -3.1835], [-0.8075, -4.8873, -2.1268], [0.0777, -5.0328, -0.9236], [0.5015, -1.7033, -3.8542], [1.2105, -2.2143, -5.1358], [2.7801, -1.8765, -4.9501], [3.7059, -3.1187, -5.1924], [4.0463, -4.0516, -3.6510], [-0.0411, 1.4819, -2.3337], [-1.8740, 0.9398, -0.3529], [-1.9143, -0.7455, 0.3811], [-0.1786, 1.4153, 1.2830], [0.8287, 0.6758, -0.0030], [-1.1646, -2.5960, -1.0012], [0.9722, -4.3155, -3.3515], [-0.6154, -4.1459, -4.1709], [-1.0645, -5.8892, -2.5747], [-1.7809, -4.4192, -1.8308], [0.5409, -5.9354, -1.0469], [-0.5496, -5.0587, -0.1169], [1.1268, -3.3077, -5.3235], [0.8873, -1.6510, -6.0441], [2.9291, -1.5802, -3.8695], [3.0636, -0.9706, -5.5503], [4.7056, -2.7191, -5.5173], [3.3239, -3.7915, -5.9965], [-2.1696, -3.9377, 3.0512], [-3.0739, -5.1452, 3.1573], [-4.0917, -5.0970, 2.1409], [-3.7353, -5.5461, 0.9368], [-2.6458, -5.9701, 0.6569], [-4.9225, -5.4828, -0.0266], [-5.6008, -4.3266, 0.0769], [-5.7990, -6.4713, 0.2090], [-4.5412, -5.5945, -1.3091], [-2.7512, -3.0141, 3.0849], [-1.4423, -3.9263, 3.8635], [-1.6292, -3.9409, 2.1017], [-3.5899, -5.1414, 4.1173], [-2.5085, -6.0767, 3.1000], [1.6221, 5.7173, 0.9542], [1.5538, 5.9479, -0.5408], [0.3236, 5.4249, -1.0765], [-0.7425, 6.2302, -0.9733], [-0.7278, 7.3187, -0.4768], [-1.9649, 5.5755, -1.6192], [-2.0793, 4.2712, -1.2906], [-1.9083, 5.6309, -2.9623], [-3.1130, 6.1613, -1.2622], [1.4824, 4.6595, 1.1869], [2.5844, 6.0423, 1.3511], [0.8314, 6.2646, 1.4705], [2.3639, 5.4106, -1.0350], [1.6688, 7.0037, -0.7913], [-4.0333, 6.1331, 2.4400], [-2.8927, 7.0690, 2.7842], [-2.5186, 6.9243, 4.1652], [-1.6827, 5.9183, 4.4357], [-1.2472, 5.1568, 3.6173], [-1.3284, 5.9047, 5.9244], [-2.4041, 6.1002, 6.7058], [-0.4454, 6.8737, 6.2272], [-0.7794, 4.7434, 6.3048], [-4.8744, 6.2887, 3.1183], [-4.3694, 6.2975, 1.4153], [-3.7292, 5.0894, 2.5422], [-3.2133, 8.1025, 2.6532], [-2.0326, 6.9136, 2.1302]],
  "atomic_forces_ev_per_a": [[0.7, 0.6, 0.1], [-2.3, -1.7, -0.7], [1.4, 0.2, 1.0], [-1.4, -1.0, 2.6], [-0.3, -3.2, 0.2], [0.2, -0.5, -1.9], [1.5, 0.4, -0.7], [0.7, -0.7, -0.7], [-2.5, 1.4, -0.3], [1.3, -0.3, -0.9], [0.6, 0.9, 0.9], [-0.5, 0.7, 1.6], [0.5, -0.5, -1.6], [-0.2, -1.9, 0.1], [0.4, 0.7, 1.6], [-0.9, -0.6, -1.4], [0.4, 1.1, -1.0], [0.6, 2.1, -1.0], [-1.3, -1.4, 0.1], [0.1, -0.7, 1.9], [3.0, -1.4, -2.1], [0.9, 1.2, 0.7], [0.2, -0.5, 1.7], [-1.5, -1.2, 0.1], [-1.0, 0.4, -1.3], [-1.1, 1.2, 0.5], [-0.1, 2.4, 0.8], [0.5, 1.9, 0.0], [-0.6, -1.9, -1.1], [0.4, 0.5, 0.3], [-1.1, 0.1, -1.0], [-0.1, 2.0, -0.7], [1.2, 0.3, 0.5], [-0.3, -0.3, 1.1], [0.8, 1.2, -0.5], [-0.6, 0.4, -1.0], [0.0, -1.0, -0.2], [0.4, -1.1, 0.1], [0.5, 0.6, -0.5], [0.0, -1.0, -0.1], [-0.8, 0.0, 0.7], [0.8, 0.2, -1.2], [-1.0, 0.5, 0.5], [0.5, 0.4, 1.0], [0.3, 1.2, 0.1], [0.7, -0.5, -0.3], [-0.1, 0.4, 0.6], [0.5, -0.5, -0.1], [-0.3, 0.9, 0.3], [-0.2, -0.5, 0.9], [0.0, -0.2, -1.1], [-0.2, -1.2, 0.3], [-1.0, -0.6, 0.3], [0.3, 0.4, 0.9], [0.0, 0.2, -0.3], [0.5, 0.1, 0.7], [-0.3, -0.3, -0.8], [0.6, 0.1, 1.3], [-0.3, 0.1, -0.5], [-1.4, 0.0, -1.0], [0.5, -0.1, 0.2], [0.5, 0.1, 0.2], [0.4, 0.0, 0.4], [0.0, -0.1, 0.1], [0.0, 0.0, 0.0], [0.1, -0.1, 0.1], [-0.2, 0.0, -0.2], [-0.1, 0.0, -0.2], [-0.3, 0.0, 0.1], [0.8, 0.1, 0.4], [-0.7, 0.0, -0.4], [1.4, 0.2, 0.4], [-0.6, -0.3, -0.2], [-1.4, -0.4, -0.6], [0.3, 0.2, 0.1], [0.4, 0.1, 0.3], [0.6, 0.1, 0.2], [0.1, 0.0, 0.0], [0.0, 0.0, -0.1], [0.1, 0.0, 0.0], [-0.3, -0.1, -0.2], [-0.3, -0.1, 0.0], [0.0, -0.3, 0.2], [-0.4, 0.1, -0.7], [0.5, -0.2, 0.5], [-0.5, 0.5, -1.2], [0.2, -0.1, 0.5], [0.3, -0.1, 1.6], [0.1, 0.0, -0.5], [-0.2, -0.1, -0.5], [-0.2, 0.2, -0.5], [0.0, 0.1, -0.1], [0.0, 0.0, 0.0], [0.1, 0.1, -0.1], [0.1, 0.0, 0.3], [0.0, -0.1, 0.2]]
}